This record from the Open Molecules 2025 dataset describes 2 unconnected molecules or ions with the total composition C7H20O6P2 in a non-equilibrium geometry. The level of theory is ωB97M-V/def2-TZVPD.

CARTESIAN COORDINATES (ANGSTROEM)
1 C 0.382 0.364 -2.135
2 O 0.341 1.779 -2.029
3 C -0.578 2.382 -2.901
4 C -2.036 1.903 -2.754
5 C -2.922 3.071 -2.201
6 P -4.706 2.655 -2.310
7 O -4.801 1.123 -1.688
8 H -0.098 -0.059 -1.253
9 H -0.160 -0.024 -2.999
10 H 1.404 -0.006 -2.153
11 H -0.558 3.444 -2.659
12 H -0.262 2.327 -3.950
13 H -2.450 1.669 -3.734
14 H -2.144 1.087 -2.046
15 H -2.606 3.218 -1.172
16 H -2.688 3.934 -2.823
17 H -4.876 2.449 -3.707
18 H -4.292 0.527 -2.247
19 C -0.348 -2.724 3.014
20 O 0.623 -1.681 3.130
21 P 1.556 -1.452 1.813
22 O 0.691 -1.677 0.647
23 O 2.539 -2.722 2.153
24 C 2.807 -3.159 3.489
25 O 2.806 -0.603 1.168
26 C 3.698 0.109 2.049
27 H -0.667 -2.962 4.028
28 H -1.207 -2.382 2.442
29 H 0.079 -3.612 2.550
30 H 2.211 -4.043 3.718
31 H 2.598 -2.392 4.230
32 H 3.861 -3.428 3.550
33 H 4.226 -0.588 2.704
34 H 3.155 0.841 2.647
35 H 4.422 0.632 1.431

**Net charge**: 0
**E_HOMO**: -8.4613 eV
**Structure (SMILES)**: COP(=O)(OC)OC.COCCCPO